(1)
Below is C6H9NO in the gas phase, with properties calculated with ωB97M-V/def2-TZVPD.

```
17
C6H9NO | the Open Molecules 2025 dataset | ωB97M-V/def2-TZVPD
O -1.057 0.196 -3.625
N 0.020 -0.236 -3.364
C 0.515 -0.371 -1.669
C -0.859 -0.265 0.526
C -0.777 0.080 -0.985
C 1.677 -1.338 -1.511
C 0.003 0.601 1.390
C 1.937 -0.035 -1.575
H -0.849 1.188 -0.973
H -0.169 0.378 2.498
H -0.520 -1.313 0.730
H -1.592 -0.123 -1.688
H -0.442 1.620 1.354
H 1.976 -2.397 -1.559
H 0.993 0.511 1.098
H -1.941 -0.247 0.938
H 2.707 0.580 -1.625
```

As for the spin multiplicity: 1. The SMILES is CCCC1(N=O)C=C1. The LUMO energy is 0.275 eV. The energy above the lowest of the compared OMol25 structures with the same formula, charge and spin is 616.4 kJ/mol. The value obtained for the HOMO energy is -0.28566 Eh. The value obtained for the HOMO-LUMO gap is 8.05 eV.

=====

(2)
Below is a molecular structure, C43H36BrNdO2P2, with properties calculated with ωB97M-V/def2-TZVPD.

```
85
C43H36BrNdO2P2 | the Open Molecules 2025 dataset | ωB97M-V/def2-TZVPD
Nd -0.018 0.087 1.208
Br -0.441 2.374 5.270
P 0.004 -1.652 -0.486
P 0.001 1.743 -0.594
O 0.073 0.313 3.333
O 0.200 -1.892 3.640
C -3.552 1.967 -3.442
C 2.359 -2.453 0.775
C -2.219 -5.019 -0.156
C 3.879 1.489 -1.788
C -0.308 -1.288 -2.196
C -1.268 4.077 0.366
C -1.205 -4.104 -0.454
C -0.809 -0.802 -4.898
C -3.310 -4.623 0.622
C -1.594 -1.438 -2.702
C -1.168 2.165 -3.062
C -1.422 5.125 1.270
C 3.964 -3.956 -0.235
C -0.258 3.133 0.570
C -0.123 0.754 6.224
C -3.383 -3.321 1.108
C 3.550 -3.184 0.848
C 1.741 3.270 -2.036
C 2.978 3.572 -2.619
C 0.476 -0.634 -4.383
C -1.284 -2.806 0.028
C -0.580 5.234 2.376
C -1.348 1.789 -1.739
C 0.591 3.244 1.674
C 1.991 -3.280 -1.463
C -2.624 1.470 -1.270
C 0.128 -0.734 4.110
C 4.042 2.676 -2.500
C -0.139 0.858 7.623
C 0.427 4.294 2.580
C 1.571 2.072 -1.356
C 0.274 -1.508 7.833
C -2.274 2.255 -3.916
C -3.729 1.569 -2.118
C 0.722 -0.872 -3.032
C -2.363 -2.407 0.815
C 0.292 -1.632 6.446
C 2.641 1.191 -1.208
C 1.584 -2.503 -0.386
C 0.060 -0.267 8.425
C -1.845 -1.197 -4.052
C 3.184 -4.006 -1.392
C 0.101 -0.513 5.614
H -2.408 -1.753 -2.052
H -0.176 2.376 -3.449
H 0.928 3.989 -2.106
H -2.394 -1.389 1.214
H -1.932 3.990 -0.490
H -4.410 2.040 -4.109
H -4.722 1.328 -1.744
H 4.894 -4.519 -0.181
H -0.356 -4.423 -1.053
H -2.208 5.863 1.109
H -1.005 -0.617 -5.952
H 5.004 2.913 -2.950
H 1.087 4.369 3.442
H -0.073 0.210 -8.026
H 2.029 -1.849 1.625
H 1.732 -0.743 -2.647
H 0.676 0.208 -7.975
H 3.111 4.510 -3.154
H -2.751 1.135 -0.238
H 3.501 -4.609 -2.241
H -2.854 -1.315 -4.443
H -4.222 -3.010 1.727
H 1.291 -0.320 -5.035
H -2.129 2.543 -4.956
H 4.148 -3.143 1.755
H 0.463 -2.618 6.018
H -0.313 1.819 8.094
H 4.711 0.797 -1.672
H 0.043 -0.169 9.507
H -4.097 -5.338 0.856
H 2.509 0.277 -0.624
H 0.428 -2.383 8.463
H 1.387 2.508 1.831
H -2.152 -6.039 -0.527
H 1.397 -3.323 -2.373
H -0.709 6.054 3.082
```

As for the spin multiplicity: 4. As for the charge: +2. The LUMO energy (spin up / spin down) is -6.446 / -6.233 eV. The energy above the lowest of the compared OMol25 structures with the same formula, charge and spin is 238.2 kJ/mol. The expectation value of S² is 3.7555. The value obtained for the HOMO energy (spin up / spin down) is -0.48127 / -0.48127 Eh. The value obtained for the HOMO-LUMO gap (spin up / spin down) is 6.65 / 6.86 eV.

=====

(3)
Below is 2 unconnected molecules or ions with the total composition C5H10O, with properties calculated with ωB97M-V/def2-TZVPD.

```
16
C5H10O | the Open Molecules 2025 dataset | ωB97M-V/def2-TZVPD
O -2.402 -0.500 -0.944
C 0.095 0.221 1.221
C 2.678 0.066 -0.505
C -0.662 -1.005 0.741
C -1.801 -0.102 0.262
C -0.750 1.030 0.254
H 2.779 1.050 -0.971
H -3.116 0.119 -1.143
H -0.989 2.068 0.509
H 2.160 0.172 0.456
H -2.547 0.052 1.052
H -0.147 -1.397 -0.148
H 2.106 -0.593 -1.166
H -0.823 -1.831 1.440
H 3.667 -0.363 -0.333
H -0.248 1.014 -0.725
```

As for the spin multiplicity: 1. The LUMO energy is -0.065 eV. The energy above the lowest of the compared OMol25 structures with the same formula, charge and spin is 462.0 kJ/mol. The value obtained for the HOMO energy is -0.31266 Eh. The value obtained for the HOMO-LUMO gap is 8.44 eV.

=====

(4)
Below is 13 unconnected molecules or ions with the total composition C30H92N6O13, with properties calculated with ωB97M-V/def2-TZVPD.

```
141
C30H92N6O13 | the Open Molecules 2025 dataset | ωB97M-V/def2-TZVPD
O -0.606 14.199 -3.191
O 0.162 20.333 0.259
O 4.971 22.435 -5.972
O -2.965 17.892 -5.235
O 1.723 13.244 -2.574
O 0.006 18.287 -6.595
O 2.115 19.183 -1.795
O 0.228 19.935 -9.058
O 1.589 18.283 -4.398
O 1.825 22.810 -4.107
O -4.651 20.044 -5.762
O -2.772 13.694 0.593
O 1.013 13.743 -8.668
N 1.913 15.623 -4.220
N 2.827 16.689 -7.419
N -2.069 22.386 -7.460
N 5.148 21.243 -3.402
N 2.956 25.203 -5.721
N -0.731 15.539 -0.820
C -4.136 21.098 -6.698
C 1.673 25.003 -5.061
C 0.740 25.968 -5.777
C 5.098 19.038 -4.354
C -1.729 12.800 0.353
C 0.146 12.717 -8.078
C 1.427 12.417 -1.452
C 2.012 17.906 -1.187
C 3.474 15.498 -9.282
C -3.028 14.746 -0.360
C 4.801 22.869 -7.354
C 2.610 20.122 -9.404
C 5.408 20.564 -4.688
C -2.701 21.600 -6.367
C 3.041 14.792 -3.733
C 1.200 20.260 -10.055
C -2.101 15.995 -0.440
C -5.976 19.559 -5.992
C 4.340 15.631 -3.988
C 2.779 17.852 0.205
C 2.238 15.876 -8.429
C 1.309 23.510 -5.297
C -3.210 15.422 -5.591
C 1.465 14.647 -7.765
C -2.578 17.151 -1.292
C -2.862 22.321 -5.093
C 0.874 21.778 -3.715
C 4.481 21.049 -5.832
C 2.690 14.242 -2.307
C -3.319 16.888 -6.166
H -3.490 18.674 -5.421
H 3.434 20.070 -10.115
H 2.059 19.131 -2.752
H 0.535 25.881 -6.844
H -4.354 17.090 -6.442
H -0.289 25.913 -5.422
H 0.463 12.196 -7.174
H 4.226 16.435 -3.260
H 3.978 16.379 -9.679
H 0.792 15.004 -6.985
H 3.534 13.720 -1.855
H -0.758 13.181 0.669
H -2.037 21.783 -8.269
H 1.685 23.135 -6.248
H -3.435 23.247 -5.135
H 3.054 26.206 -5.655
H -2.036 16.356 0.586
H -2.697 23.087 -7.827
H 3.835 22.761 -7.847
H 0.629 11.733 -1.741
H -2.779 16.754 -2.287
H -0.043 12.040 -8.911
H -0.152 16.366 -0.777
H -3.036 14.341 -1.372
H -0.404 15.111 0.034
H 0.994 17.532 -1.077
H 4.680 20.375 -6.665
H 1.159 21.203 -2.833
H 6.463 20.719 -4.912
H -0.949 14.728 -2.470
H 0.297 14.006 -2.938
H 1.121 14.996 -4.213
H -6.166 18.577 -5.557
H 3.779 18.240 0.008
H 0.662 19.572 -0.039
H 3.133 14.880 -10.113
H 1.820 25.197 -3.999
H 1.121 19.395 -10.713
H -0.674 19.931 -9.384
H 4.442 16.027 -4.998
H 1.135 26.983 -5.739
H -1.859 17.958 -1.434
H 2.330 14.138 -7.338
H -4.098 14.909 -0.228
H -3.311 21.676 -4.337
H 1.147 18.310 -5.247
H 5.619 22.446 -7.937
H 4.244 21.032 -3.004
H -0.019 22.337 -3.435
H 2.510 17.211 -1.862
H 4.046 18.815 -4.172
H -6.058 19.562 -7.079
H 2.587 19.125 -8.963
H 2.394 11.948 -1.270
H 0.575 21.077 -0.179
H 5.475 18.375 -5.133
H -0.943 18.266 -6.477
H -2.188 15.181 -5.299
H 2.771 20.785 -8.554
H 2.769 25.112 -6.709
H -4.856 21.916 -6.675
H -3.670 14.656 -6.215
H 2.073 17.062 -6.860
H 0.982 21.232 -10.497
H 2.112 15.853 -5.183
H 4.184 14.868 -8.745
H 0.136 18.767 -7.413
H 0.220 23.480 -5.336
H -1.920 11.976 1.041
H 1.598 17.355 -4.162
H 0.503 21.119 -4.500
H -3.836 15.477 -4.701
H 2.374 18.441 1.028
H 3.309 17.470 -7.842
H -6.579 20.329 -5.512
H 2.904 16.810 0.503
H -0.814 13.187 -7.867
H 5.637 18.729 -3.459
H 5.768 21.014 -2.639
H -2.061 20.732 -6.202
H 5.242 15.046 -3.814
H -1.560 12.441 -0.663
H -1.855 22.602 -4.787
H -2.747 17.116 -7.065
H -3.513 17.547 -0.894
H 4.999 23.941 -7.340
H 1.579 16.601 -8.906
H 1.194 12.915 -0.511
H 3.074 13.910 -4.372
H -4.129 20.636 -7.685
H 3.403 20.974 -5.688
H 2.455 15.063 -1.631
```

As for the spin multiplicity: 1. The LUMO energy is -0.035 eV. The energy above the lowest of the compared OMol25 structures with the same formula, charge and spin is 486.1 kJ/mol. The value obtained for the HOMO energy is -0.28739 Eh. The value obtained for the HOMO-LUMO gap is 7.78 eV.

=====

(5)
Below is a gas-phase ion, C6H11N2 (charge +1), with properties calculated with ωB97M-V/def2-TZVPD.

```
19
C6H11N2 | the Open Molecules 2025 dataset | ωB97M-V/def2-TZVPD
N -1.232 -2.141 -0.232
N 0.358 -1.669 1.106
C 0.614 1.523 -0.752
C -0.485 2.324 -0.014
C -0.545 -1.116 -0.820
C -0.746 -2.456 1.007
C 1.313 0.388 -0.046
C 0.424 -0.731 0.060
H -0.558 3.312 -0.394
H -0.906 -0.901 -1.880
H -0.804 -3.330 1.581
H -0.254 2.443 1.018
H -1.484 1.879 -0.061
H -2.127 -2.621 -0.434
H 2.347 0.256 -0.376
H 0.191 1.277 -1.730
H 0.691 -1.506 2.026
H 1.688 0.810 0.926
H 1.516 2.260 -0.987
```

As for the spin multiplicity: 1. As for the charge: +1. The SMILES is CCCc1c[nH]c[nH+]1. The LUMO energy is -3.836 eV. The energy above the lowest of the compared OMol25 structures with the same formula, charge and spin is 129.5 kJ/mol. The value obtained for the HOMO energy is -0.51620 Eh. The value obtained for the HOMO-LUMO gap is 10.21 eV.

=====

(6)
Below is C5H8O2 in the gas phase, with properties calculated with ωB97M-V/def2-TZVPD.

```
15
C5H8O2 | the Open Molecules 2025 dataset | ωB97M-V/def2-TZVPD
O 2.558 -1.829 -0.296
O -1.393 1.625 1.707
C -0.157 1.442 1.057
C 1.537 -1.677 -0.848
C 0.374 -1.461 -1.430
C -0.576 -0.438 -0.822
C 0.107 0.073 0.458
H -1.540 -0.922 -0.608
H -0.785 0.373 -1.535
H 0.608 1.569 1.831
H 1.172 0.148 0.221
H 0.144 -2.070 -2.296
H -0.001 -0.696 1.232
H 0.032 2.216 0.294
H -2.082 1.648 1.034
```

As for the spin multiplicity: 1. The SMILES is O=C=CCCCO. The LUMO energy is 0.718 eV. The energy above the lowest of the compared OMol25 structures with the same formula, charge and spin is 159.3 kJ/mol. The value obtained for the HOMO energy is -0.32902 Eh. The value obtained for the HOMO-LUMO gap is 9.67 eV.

=====

(7)
Below is a molecular structure, C45H52ClIrN4O2P2S2, with properties calculated with ωB97M-V/def2-TZVPD.

```
109
C45H52ClIrN4O2P2S2 | the Open Molecules 2025 dataset | ωB97M-V/def2-TZVPD
Ir -0.491 -0.055 -0.017
Cl 1.116 1.902 -1.384
S -1.550 -1.430 2.045
S -2.694 1.007 0.963
P -1.736 1.092 -2.099
P 1.614 -0.029 1.476
O -3.350 -2.651 -0.091
O 0.521 -1.198 -1.829
N -1.409 -1.932 -1.017
N -2.891 -3.477 -2.254
N -4.437 -2.992 3.643
N -6.211 0.647 1.844
C -2.777 -0.164 -2.878
C -4.633 -1.650 -2.339
C 2.406 2.850 4.001
C -2.325 3.651 -1.212
C 4.934 -1.508 -1.351
C 2.844 -2.091 -0.055
C -4.334 -2.008 3.061
C -2.939 -0.450 1.840
C 0.704 1.976 -3.048
C 2.546 -1.801 5.597
C -3.943 -2.758 -3.059
C 1.980 1.798 1.731
C 2.177 -2.861 4.565
C -3.835 2.789 -2.882
C 1.649 4.131 3.637
C -0.031 2.202 -5.687
C -2.311 -0.977 -3.841
C -4.182 -0.818 2.334
C 4.416 -0.365 0.842
C 5.396 -1.278 0.086
C -2.980 4.867 -1.248
C -4.053 5.048 -2.105
C -3.233 -4.809 -1.776
C 0.900 3.979 2.303
C -2.512 -2.590 -0.939
C -0.437 -1.999 -2.013
C 3.040 2.233 2.759
C 0.859 -0.530 4.209
C -0.585 -2.876 -3.069
C 1.259 2.521 -5.295
C -1.932 -3.389 -3.396
C 1.494 -0.683 5.597
C -4.486 4.008 -2.911
C -5.308 -0.023 2.079
C -4.037 -0.466 -2.206
C -2.874 -2.340 -4.080
C -0.951 1.754 -4.757
C 1.939 -0.775 3.158
C 0.646 2.507 2.006
C 2.983 -0.622 0.357
C 3.616 -2.300 -1.362
C -0.587 1.622 -3.420
C 2.245 -2.276 3.144
C 1.641 2.410 -3.968
C -2.744 2.611 -2.037
H -1.485 3.502 -0.548
H 0.949 4.368 4.439
H 6.389 -0.827 0.096
H 3.532 -1.398 5.353
H 1.531 -2.794 2.500
H 1.175 -3.235 4.782
H 2.640 2.667 -3.646
H 3.821 -3.364 -1.488
H 1.727 2.138 4.471
H -5.334 4.150 -3.565
H -1.954 1.511 -5.069
H 3.674 2.992 2.298
H 3.256 -2.742 0.714
H 4.506 -0.561 1.912
H -5.595 -1.851 -1.899
H -0.045 4.522 2.337
H -1.897 -4.338 -3.941
H 5.702 -2.052 -1.902
H 4.808 -0.540 -1.841
H -2.369 -5.256 -1.285
H -1.424 -0.736 -4.406
H 2.995 -1.978 -2.199
H 2.862 -3.706 4.637
H 0.070 -1.272 4.078
H 1.493 4.401 1.488
H 0.711 -0.906 6.321
H 2.351 4.962 3.563
H -4.173 1.984 -3.520
H 5.476 -2.246 0.584
H 2.807 -0.036 -0.553
H -2.656 5.673 -0.607
H 4.682 0.679 0.670
H 1.973 2.875 -6.020
H -4.037 -4.729 -1.045
H 3.183 3.084 4.730
H 3.697 1.413 3.041
H -4.551 6.002 -2.146
H 1.795 -2.355 -0.196
H 2.332 2.130 0.748
H 3.250 -2.440 2.754
H -4.658 -3.481 -3.456
H -4.499 0.325 -1.632
H 2.618 -2.245 6.591
H -0.316 2.298 -6.724
H 0.126 2.054 2.850
H -0.013 2.394 1.134
H 2.837 -0.237 3.481
H 0.395 0.451 4.113
H -3.084 -2.527 -5.131
H 0.186 -2.977 -3.813
H 1.964 0.254 5.903
H -3.543 -5.446 -2.606
```

As for the spin multiplicity: 2. As for the charge: +1. The LUMO energy (spin up / spin down) is -4.910 / -4.572 eV. The energy above the lowest of the compared OMol25 structures with the same formula, charge and spin is 483.1 kJ/mol. The expectation value of S² is 0.8206. The value obtained for the HOMO energy (spin up / spin down) is -0.36573 / -0.36536 Eh. The value obtained for the HOMO-LUMO gap (spin up / spin down) is 5.04 / 5.37 eV.

=====

(8)
Below is a molecular structure, C7H15IN, with properties calculated with ωB97M-V/def2-TZVPD.

```
24
C7H15IN | the Open Molecules 2025 dataset | ωB97M-V/def2-TZVPD
I 3.282 -0.199 0.014
N 0.126 0.442 -1.457
C 0.103 -1.955 -0.416
C 0.788 -2.352 0.931
C 0.560 1.714 0.743
C -0.309 -0.552 -0.403
C 0.954 3.038 0.144
C 0.648 0.539 -0.127
C -1.742 -0.365 -0.123
H -0.013 -2.606 1.657
H 0.675 -2.107 -1.258
H -0.740 -2.502 -0.509
H -2.142 -0.925 0.824
H 1.307 1.469 1.565
H -2.286 -0.919 -0.861
H 0.993 3.794 0.996
H 0.234 3.117 -0.681
H -0.517 1.736 0.980
H 1.614 -2.985 0.817
H -2.064 0.713 -0.139
H 1.249 -1.461 1.394
H 1.975 3.096 -0.224
H -0.513 1.209 -1.736
H 0.694 0.026 -2.293
```

As for the spin multiplicity: 1. As for the charge: +1. The LUMO energy is -5.674 eV. The energy above the lowest of the compared OMol25 structures with the same formula, charge and spin is 209.1 kJ/mol. The value obtained for the HOMO energy is -0.48298 Eh. The value obtained for the HOMO-LUMO gap is 7.47 eV.

=====

(9)
Below is C12H11N2PS in the gas phase, with properties calculated with ωB97M-V/def2-TZVPD.

```
27
C12H11N2PS | the Open Molecules 2025 dataset | ωB97M-V/def2-TZVPD
S 0.359 -0.069 2.534
P -0.618 -1.812 -1.733
N -0.236 -1.057 -0.214
N -2.093 -2.398 -1.830
C 3.530 -0.272 -0.897
C 1.149 -0.658 -0.078
C 2.153 -0.698 -1.142
C 4.007 0.185 0.399
C -1.951 1.561 2.077
C -3.029 2.032 1.215
C 3.006 0.238 1.475
C -1.055 0.557 1.550
C 1.640 -0.164 1.228
C -2.277 0.488 -0.611
C -1.179 -0.034 0.198
C -3.206 1.529 -0.131
H 0.258 -2.944 -1.834
H 3.253 0.584 2.511
H 4.247 -0.304 -1.745
H -3.709 2.809 1.649
H 5.044 0.516 0.612
H -4.009 1.888 -0.820
H 1.891 -1.022 -2.172
H -2.575 -2.179 -0.946
H -1.798 1.971 3.105
H -2.467 0.107 -1.637
H -0.337 -0.855 -2.761
```

As for the spin multiplicity: 1. The SMILES is N=[PH2]N1c2ccccc2Sc2ccccc21. The LUMO energy is 0.594 eV. The value obtained for the HOMO energy is -0.30485 Eh. The value obtained for the HOMO-LUMO gap is 8.89 eV.